92
Properties=species:S:1:pos:R:3:forces:R:3:mulliken_charge:R:1 method="wB97M-V/def2-TZVPD" e_tot_ev=-153277.1129 charge=-1 de_lowest_kj_mol=0.0 homo_ha="-0.1439 / -0.1439" fmax_ha_per_bohr=0.01077
Ni -1.116241 1.961007 0.380207 0.138 -0.517 -0.142 0.1901
C -3.142623 -1.910793 1.032113 0.066 -0.047 0.036 -2.2400
C -2.277893 -0.688191 1.199512 0.058 -0.109 -0.080 0.7105
N -1.971007 0.055180 0.196044 -0.121 0.438 0.226 1.1819
N -2.450784 -0.327834 -1.049340 0.016 0.034 -0.047 -0.3530
C -2.065417 0.477676 -1.984841 -0.074 -0.005 -0.010 0.2579
S -1.119414 1.909411 -1.837896 0.151 0.090 0.108 -0.4234
S -2.556450 0.147919 -3.649183 -0.044 0.016 0.016 -0.2155
C -3.343515 -1.482408 -3.506934 0.027 -0.142 0.003 -0.6717
C -2.394578 -2.622494 -3.766829 -0.020 -0.005 0.068 0.2125
C -2.423296 -3.319601 -4.969528 -0.010 0.034 0.013 -0.5797
C -1.534357 -4.359528 -5.208223 0.007 -0.011 -0.007 -0.5914
C -0.606323 -4.715298 -4.241862 -0.001 0.001 0.002 -0.4998
C -0.571897 -4.025834 -3.035673 -0.030 0.026 -0.022 -0.7813
C -1.457453 -2.985848 -2.798703 0.006 -0.020 -0.016 0.4909
C -1.709141 -0.395070 2.524135 -0.051 -0.017 0.053 0.8448
C -1.597965 -1.460677 3.433799 -0.065 -0.003 -0.001 -1.0413
C -1.089376 -1.311897 4.704127 -0.034 0.073 0.055 -0.9267
C -0.683694 -0.038889 5.115804 -0.081 -0.040 -0.031 -0.3193
C -0.781259 1.027306 4.256535 -0.012 0.024 0.006 -0.5498
C -1.277018 0.897132 2.935448 0.036 0.096 0.035 0.4021
O -1.338954 1.985320 2.219966 -0.045 -0.181 0.105 -0.3672
H -3.767877 -1.810034 0.150800 -0.012 0.006 0.000 0.4296
H -3.757531 -2.071746 1.916217 0.010 0.010 -0.004 0.5838
H -2.513211 -2.794923 0.891502 -0.023 0.006 -0.022 0.2708
H -4.164936 -1.482868 -4.223637 0.040 -0.020 -0.060 0.5610
H -3.761797 -1.546676 -2.502981 0.018 0.049 -0.029 0.0239
H -3.145264 -3.041775 -5.730118 0.003 -0.001 0.009 0.3454
H -1.566005 -4.890424 -6.151800 -0.003 0.003 -0.002 0.3523
H 0.089750 -5.523816 -4.427222 -0.001 0.001 0.002 0.3834
H 0.153103 -4.297345 -2.278290 -0.006 0.012 0.013 0.4303
H -1.425350 -2.434033 -1.865871 0.014 -0.040 -0.027 0.4035
H -1.906947 -2.449195 3.116549 0.001 0.009 0.000 0.2623
H -1.000349 -2.167044 5.361538 0.008 0.008 0.004 0.3848
H -0.276966 0.110249 6.109259 0.003 -0.009 0.006 0.3635
H -0.455005 2.018014 4.547584 0.002 -0.013 0.001 0.4109
C 3.743692 1.685918 -3.057511 -0.027 0.022 -0.015 -1.1153
Si 3.141810 0.103535 -2.232897 -0.021 -0.018 0.000 0.5303
C 1.558910 -0.489756 -3.053918 0.028 -0.056 -0.068 -0.2873
C 4.449019 -1.230907 -2.533757 0.017 0.016 -0.026 -1.1324
Si 2.848790 0.456347 0.057420 -0.013 0.067 0.200 -0.4808
Te 1.389734 2.355847 0.780324 0.065 0.114 -0.221 -0.5684
Si 4.855515 1.207951 1.004952 0.023 -0.027 -0.054 0.6175
C 5.336580 2.882569 0.282359 0.045 0.005 0.021 -1.0571
C 4.664437 1.391690 2.872729 0.036 0.027 0.007 -1.0300
C 6.325021 0.050370 0.718007 0.049 0.053 0.004 -1.0780
Si 2.234449 -1.513165 1.165828 0.071 0.005 -0.007 0.0878
C 3.564358 -2.856461 1.057006 -0.015 0.004 -0.029 -1.1147
C 1.911086 -1.180448 2.984235 -0.051 -0.011 -0.083 -0.5621
C 0.686717 -2.209914 0.355264 -0.030 -0.076 0.037 0.1994
H 3.643453 1.606237 -4.144479 0.031 0.016 0.019 0.3995
H 4.794960 1.879239 -2.822878 -0.071 -0.007 0.009 0.2482
H 3.157298 2.544642 -2.721606 0.004 -0.024 -0.006 0.2936
H 1.573656 -0.249294 -4.121934 -0.010 -0.039 0.011 0.4682
H 0.677956 -0.014360 -2.622693 -0.001 0.008 0.003 -0.3224
H 1.450856 -1.575561 -2.960177 -0.017 0.066 0.039 0.0975
H 4.521161 -1.443518 -3.605786 0.008 0.004 0.026 0.3987
H 4.184686 -2.161767 -2.026425 0.009 0.016 -0.022 0.2092
H 5.437249 -0.925432 -2.181956 -0.039 -0.019 -0.014 0.2593
H 4.464084 3.528583 0.167174 0.006 -0.017 0.007 0.2582
H 5.814844 2.771089 -0.695483 -0.059 0.001 0.037 0.2654
H 6.046473 3.379028 0.952096 0.007 0.006 -0.048 0.3950
H 3.661264 1.730457 3.138876 0.017 0.003 -0.018 0.2660
H 5.386017 2.123597 3.249621 -0.007 -0.034 0.019 0.3914
H 4.853516 0.441456 3.379263 -0.038 0.004 -0.012 0.2500
H 6.485573 -0.151646 -0.343500 -0.005 0.018 0.035 0.2412
H 6.187168 -0.906541 1.225081 -0.007 -0.011 -0.015 0.2457
H 7.237471 0.511504 1.111862 -0.016 -0.033 -0.002 0.3807
H 4.492510 -2.536438 1.535208 0.002 -0.009 0.002 0.2284
H 3.792263 -3.109294 0.018604 0.010 -0.007 0.034 0.2501
H 3.224107 -3.768714 1.558663 0.003 0.029 -0.007 0.3868
H 2.845194 -1.076765 3.541338 0.002 0.032 -0.015 0.3482
H 1.334110 -2.000774 3.422538 0.081 0.035 -0.011 0.3755
H 1.330137 -0.262562 3.111037 0.065 -0.062 0.001 -0.1452
H 0.943029 -2.757343 -0.556392 -0.002 0.056 -0.018 0.0481
H -0.000657 -1.403322 0.096199 0.005 -0.044 -0.022 -0.8556
H 0.178858 -2.900299 1.037830 -0.023 0.008 -0.039 0.5087
N -7.789794 4.364535 0.800478 0.016 0.029 -0.147 -0.3276
C -6.736524 4.766651 1.533466 -0.122 0.096 0.111 0.2693
S -6.930500 5.842513 2.766469 0.049 -0.052 0.019 -0.3998
C -5.427095 4.162084 1.158198 0.123 -0.054 -0.029 1.1365
C -4.238465 4.690948 1.644753 0.032 0.069 -0.018 -0.6884
C -3.035844 4.118057 1.267923 -0.040 0.019 0.018 -0.4205
N -2.956710 3.077547 0.440318 -0.111 0.092 0.082 0.2594
C -4.088587 2.559939 -0.021736 0.008 0.052 -0.130 -0.1594
C -5.335909 3.060654 0.312428 -0.019 -0.091 -0.024 -1.2171
H -8.672801 4.811401 0.976099 -0.021 0.004 0.033 0.2169
H -7.660245 3.898317 -0.080007 0.002 -0.037 -0.004 0.1850
H -4.259653 5.540751 2.311330 0.000 0.002 -0.001 0.3899
H -2.094124 4.490915 1.646887 0.003 -0.002 0.031 0.4762
H -3.989196 1.710065 -0.686417 -0.015 -0.017 0.016 0.1359
H -6.204867 2.544869 -0.074521 -0.009 0.017 0.022 0.3083